Record 1
Entry from the OMol25 dataset: a structure of composition C22H24ClI2InOP2 at a distorted geometry (the ωB97M-V functional and the def2-TZVPD basis).

Geometry (Å):
1 I 2.302 -3.011 -2.678
2 I -1.730 -2.783 -1.736
3 In 0.729 -0.877 -1.901
4 P -0.196 0.058 -4.162
5 C -1.882 0.328 -4.820
6 C 0.597 1.665 -4.428
7 H 1.604 -1.191 -5.189
8 H 0.490 -0.437 -6.402
9 H 0.009 -1.936 -5.515
10 C 0.557 -0.986 -5.449
11 H 1.571 1.664 -3.920
12 H 0.722 1.799 -5.510
13 H -1.776 0.651 -5.868
14 H -2.390 1.114 -4.241
15 H -0.042 2.455 -4.010
16 H -2.463 -0.604 -4.779
17 C -2.629 -0.503 -2.049
18 O -3.702 -0.089 -1.937
19 Cl 2.540 0.812 -1.724
20 C 2.866 2.718 3.435
21 C 3.432 1.933 2.428
22 C 2.614 1.175 1.593
23 C 1.223 1.157 1.762
24 C 0.658 2.028 2.708
25 C 1.476 2.790 3.547
26 P 0.313 -0.064 0.722
27 C 0.728 -1.549 1.757
28 C 1.240 -2.670 1.087
29 C 1.600 -3.841 1.746
30 C 1.524 -3.879 3.144
31 C 1.085 -2.752 3.855
32 C 0.670 -1.599 3.163
33 C -1.396 0.440 1.165
34 C -2.236 -0.364 1.954
35 C -3.509 0.090 2.331
36 C -3.955 1.343 1.892
37 C -3.128 2.164 1.109
38 C -1.853 1.708 0.747
39 H 3.500 3.285 4.124
40 H 4.514 1.916 2.298
41 H 3.056 0.618 0.772
42 H -0.418 2.115 2.808
43 H 1.017 3.457 4.276
44 H 1.344 -2.666 -0.002
45 H 1.896 -4.739 1.192
46 H 1.795 -4.787 3.689
47 H 1.020 -2.777 4.954
48 H 0.281 -0.738 3.716
49 H -1.901 -1.342 2.297
50 H -4.179 -0.525 2.945
51 H -4.952 1.715 2.153
52 H -3.464 3.156 0.765
53 H -1.174 2.356 0.187

As for the relative energy (zero: lowest compared OMol25 entry of this formula, charge and spin): 120.0 kJ/mol. Its total charge is +2. Its spin multiplicity is 1. For the total energy, the calculation gives -77710.5549 eV. The LUMO energy (alpha / beta) comes out at -9.32 / -10.78 eV. The value obtained for the HOMO-LUMO gap (alpha / beta) is 4.7 / 3.3 eV. The value obtained for the highest occupied orbital energy (alpha / beta) is -14.052 / -14.050 eV.

***

Record 2
Entry from the OMol25 dataset: a structure of composition C22H24ClN2O4Rb at a distorted geometry (the ωB97M-V functional and the def2-TZVPD basis).

Geometry (Å):
1 Rb -0.209 0.300 0.780
2 Cl 2.576 -6.272 2.776
3 C 1.650 -4.797 2.671
4 C 1.448 -4.019 3.825
5 C 0.723 -2.868 3.747
6 C 0.129 -2.384 2.525
7 O -0.518 -1.306 2.513
8 C 0.354 -3.217 1.356
9 C -0.181 -2.977 0.053
10 N -0.952 -2.022 -0.354
11 C -1.503 -2.121 -1.618
12 C -1.929 -3.332 -2.144
13 C -2.443 -3.439 -3.443
14 C -2.579 -2.335 -4.237
15 C -2.225 -1.067 -3.728
16 C -2.395 0.116 -4.479
17 C -2.072 1.323 -3.928
18 C -1.575 1.343 -2.614
19 N -1.386 0.271 -1.885
20 C -1.698 -0.941 -2.411
21 C 1.119 -4.402 1.481
22 H 1.870 -4.348 4.766
23 H 0.559 -2.264 4.631
24 H 0.132 -3.727 -0.688
25 H -1.884 -4.211 -1.514
26 H -2.741 -4.413 -3.812
27 H -2.967 -2.415 -5.245
28 H -2.792 0.047 -5.485
29 H -2.201 2.248 -4.474
30 H -1.325 2.291 -2.144
31 H 1.272 -5.018 0.602
32 C -1.954 3.607 1.551
33 O -0.935 2.723 1.965
34 C 0.135 3.378 2.609
35 C 1.152 2.331 3.042
36 O 1.725 1.600 1.977
37 C 2.897 2.108 1.376
38 C 2.633 2.855 0.080
39 O 2.025 1.966 -0.829
40 C 1.859 2.525 -2.113
41 H -2.345 4.187 2.394
42 H -2.757 3.005 1.132
43 H -1.590 4.305 0.788
44 H -0.221 3.901 3.506
45 H 0.587 4.122 1.939
46 H 0.625 1.594 3.652
47 H 1.925 2.813 3.649
48 H 3.512 1.240 1.133
49 H 3.454 2.754 2.063
50 H 3.594 3.215 -0.314
51 H 1.990 3.730 0.246
52 H 2.823 2.815 -2.546
53 H 1.213 3.412 -2.081
54 H 1.394 1.768 -2.740

Its spin multiplicity is 1. For the total energy, the calculation gives -47550.7125 eV. The LUMO energy comes out at -0.06 eV. The value obtained for the HOMO-LUMO gap is 6.5 eV. The value obtained for the highest occupied orbital energy is -6.518 eV.

***

Record 3
Entry from the OMol25 dataset: a structure of composition C22H24FN3O3 (the ωB97M-V functional and the def2-TZVPD basis).

Geometry (Å):
1 O 3.999 0.659 1.538
2 C 3.435 -0.316 2.015
3 C 3.271 -0.548 3.469
4 C 3.843 0.205 4.409
5 C 3.678 -0.028 5.887
6 C 5.032 0.382 6.471
7 C 5.504 1.545 5.578
8 C 4.782 1.368 4.222
9 N 2.879 -1.285 1.232
10 C 2.889 -1.219 -0.210
11 C 1.498 -1.313 -0.754
12 C 1.133 -1.197 -2.249
13 C -0.281 -1.089 -1.638
14 N -1.373 -0.602 -2.423
15 C -2.590 -0.355 -1.883
16 O -2.840 -0.530 -0.699
17 C -3.633 0.154 -2.801
18 C -3.664 0.378 -4.149
19 C -4.974 0.869 -4.440
20 C -5.636 1.276 -5.599
21 F -4.969 1.235 -6.768
22 C -6.932 1.710 -5.562
23 C -7.614 1.747 -4.331
24 C -7.016 1.359 -3.155
25 C -5.690 0.920 -3.227
26 N -4.844 0.478 -2.247
27 C -0.406 -2.472 -0.990
28 O 0.896 -2.572 -0.382
29 C 0.370 -0.303 -0.466
30 H 2.646 -1.382 3.773
31 H 2.892 0.640 6.258
32 H 3.380 -1.048 6.127
33 H 4.964 0.663 7.522
34 H 5.729 -0.456 6.406
35 H 5.259 2.507 6.030
36 H 6.586 1.529 5.452
37 H 5.456 1.207 3.385
38 H 4.201 2.252 3.947
39 H 2.406 -2.061 1.662
40 H 3.338 -0.267 -0.489
41 H 3.494 -2.025 -0.636
42 H 1.471 -0.263 -2.696
43 H 1.354 -2.055 -2.885
44 H -1.204 -0.351 -3.382
45 H -2.873 0.210 -4.861
46 H -7.416 2.019 -6.478
47 H -8.639 2.093 -4.317
48 H -7.550 1.392 -2.215
49 H -5.031 0.363 -1.265
50 H -1.187 -2.513 -0.232
51 H -0.541 -3.272 -1.721
52 H -0.113 -0.351 0.507
53 H 0.629 0.718 -0.740

As for the relative energy (zero: lowest compared OMol25 entry of this formula, charge and spin): 191.0 kJ/mol. Its spin multiplicity is 1. For the total energy, the calculation gives -36534.1497 eV. The LUMO energy comes out at 0.48 eV. The value obtained for the HOMO-LUMO gap is 8.9 eV. The value obtained for the highest occupied orbital energy is -8.393 eV.

***

Record 4
Entry from the OMol25 dataset: the molecule C22H24FN3O3S at a distorted geometry (the ωB97M-V functional and the def2-TZVPD basis).

Geometry (Å):
1 O 0.508 -3.474 -1.928
2 C 0.338 -2.869 -0.890
3 N -0.826 -2.876 -0.212
4 H -0.933 -2.285 0.598
5 C -2.047 -3.407 -0.774
6 H -2.305 -4.355 -0.287
7 H -1.848 -3.600 -1.831
8 C -3.193 -2.400 -0.601
9 C -2.782 -1.043 -1.072
10 C -2.431 0.019 -0.291
11 N -2.050 1.075 -1.076
12 C -2.140 0.708 -2.388
13 C -1.858 1.421 -3.546
14 C -2.044 0.778 -4.751
15 C -2.501 -0.542 -4.807
16 C -2.783 -1.253 -3.663
17 C -2.601 -0.630 -2.428
18 H -3.136 -2.272 -3.718
19 H -2.633 -1.008 -5.772
20 H -1.834 1.301 -5.672
21 H -1.506 2.441 -3.502
22 H -1.744 1.968 -0.735
23 H -2.408 0.105 0.779
24 H -4.059 -2.754 -1.164
25 H -3.468 -2.344 0.454
26 C 1.440 -2.018 -0.255
27 C 1.076 -0.539 -0.443
28 C 2.105 0.364 0.236
29 N 2.319 0.007 1.624
30 S 1.108 0.529 2.657
31 O 1.339 -0.075 3.933
32 O -0.215 0.413 2.095
33 C 1.522 2.270 2.751
34 C 2.769 2.616 3.238
35 C 3.120 3.951 3.329
36 C 2.199 4.906 2.925
37 C 0.946 4.570 2.440
38 C 0.610 3.229 2.356
39 H -0.356 2.911 1.996
40 H 0.259 5.347 2.143
41 F 2.534 6.204 3.007
42 H 4.081 4.261 3.705
43 H 3.444 1.833 3.544
44 C 2.717 -1.377 1.802
45 C 1.671 -2.330 1.227
46 H 2.001 -3.363 1.345
47 H 0.753 -2.192 1.803
48 H 3.684 -1.512 1.309
49 H 2.833 -1.533 2.875
50 H 3.072 0.299 -0.272
51 H 1.772 1.405 0.220
52 H 0.102 -0.343 0.004
53 H 1.020 -0.304 -1.508
54 H 2.361 -2.232 -0.808

As for the relative energy (zero: lowest compared OMol25 entry of this formula, charge and spin): 94.5 kJ/mol. Its spin multiplicity is 1. For the total energy, the calculation gives -47370.0258 eV. The LUMO energy comes out at 0.33 eV. The value obtained for the HOMO-LUMO gap is 8.2 eV. The value obtained for the highest occupied orbital energy is -7.893 eV. The SMILES is O=C(NCCc1c[nH]c2ccccc12)C1CCN(S(=O)(=O)c2ccc(F)cc2)CC1.

***

> Number 1 is which compound?

C22H24ClI2InOP2

***

Repeat the third record exactly.
Entry from the OMol25 dataset: a structure of composition C22H24FN3O3 (the ωB97M-V functional and the def2-TZVPD basis).

Geometry (Å):
1 O 3.999 0.659 1.538
2 C 3.435 -0.316 2.015
3 C 3.271 -0.548 3.469
4 C 3.843 0.205 4.409
5 C 3.678 -0.028 5.887
6 C 5.032 0.382 6.471
7 C 5.504 1.545 5.578
8 C 4.782 1.368 4.222
9 N 2.879 -1.285 1.232
10 C 2.889 -1.219 -0.210
11 C 1.498 -1.313 -0.754
12 C 1.133 -1.197 -2.249
13 C -0.281 -1.089 -1.638
14 N -1.373 -0.602 -2.423
15 C -2.590 -0.355 -1.883
16 O -2.840 -0.530 -0.699
17 C -3.633 0.154 -2.801
18 C -3.664 0.378 -4.149
19 C -4.974 0.869 -4.440
20 C -5.636 1.276 -5.599
21 F -4.969 1.235 -6.768
22 C -6.932 1.710 -5.562
23 C -7.614 1.747 -4.331
24 C -7.016 1.359 -3.155
25 C -5.690 0.920 -3.227
26 N -4.844 0.478 -2.247
27 C -0.406 -2.472 -0.990
28 O 0.896 -2.572 -0.382
29 C 0.370 -0.303 -0.466
30 H 2.646 -1.382 3.773
31 H 2.892 0.640 6.258
32 H 3.380 -1.048 6.127
33 H 4.964 0.663 7.522
34 H 5.729 -0.456 6.406
35 H 5.259 2.507 6.030
36 H 6.586 1.529 5.452
37 H 5.456 1.207 3.385
38 H 4.201 2.252 3.947
39 H 2.406 -2.061 1.662
40 H 3.338 -0.267 -0.489
41 H 3.494 -2.025 -0.636
42 H 1.471 -0.263 -2.696
43 H 1.354 -2.055 -2.885
44 H -1.204 -0.351 -3.382
45 H -2.873 0.210 -4.861
46 H -7.416 2.019 -6.478
47 H -8.639 2.093 -4.317
48 H -7.550 1.392 -2.215
49 H -5.031 0.363 -1.265
50 H -1.187 -2.513 -0.232
51 H -0.541 -3.272 -1.721
52 H -0.113 -0.351 0.507
53 H 0.629 0.718 -0.740

As for the relative energy (zero: lowest compared OMol25 entry of this formula, charge and spin): 191.0 kJ/mol. Its spin multiplicity is 1. For the total energy, the calculation gives -36534.1497 eV. The LUMO energy comes out at 0.48 eV. The value obtained for the HOMO-LUMO gap is 8.9 eV. The value obtained for the highest occupied orbital energy is -8.393 eV.

***

> total energy of number 3 (C22H24FN3O3)?

-36534.1497 eV

***

> Which formula does entry 3 have?

C22H24FN3O3